The following is a quantum chemistry calculation of 13 unconnected molecules or ions with the total composition C6H37NO13 at a distorted geometry, from the Open Molecules 2025 dataset.

Summary:
* Kohn-Sham gap: 0.294 Eh
* DFT total energy: -1283.50851 Eh
* F_max: 5.7 eV/A
* energy above the lowest of the compared OMol25 structures with the same formula, charge and spin: 655.14 kJ/mol

Cartesian coordinates (Å):
1 O 3.434 -2.805 -0.522
2 C 3.321 -1.797 -1.204
3 C 3.051 -0.504 -0.600
4 C 2.259 0.325 -1.651
5 C 0.866 -0.149 -1.981
6 C 0.049 -0.370 -0.704
7 C -0.473 0.837 0.042
8 N -1.856 1.264 -0.293
9 H 3.153 -1.934 -2.260
10 H 2.465 -0.588 0.380
11 H 4.037 0.182 -0.413
12 H 3.037 0.500 -2.536
13 H 1.999 1.363 -1.135
14 H 0.355 0.645 -2.632
15 H 0.933 -1.088 -2.530
16 H 0.589 -1.009 -0.015
17 H -0.979 -0.736 -1.102
18 H 0.227 1.648 0.158
19 H -0.603 0.660 1.169
20 H -1.967 2.203 -0.534
21 H -2.435 0.839 -0.968
22 H 0.318 -2.023 2.739
23 H 0.311 -0.455 3.037
24 O 0.816 -1.192 2.834
25 H -2.509 -3.821 2.214
26 H -1.336 -3.254 1.345
27 O -1.571 -3.779 2.200
28 H -2.132 1.429 4.164
29 H -2.079 0.131 3.555
30 O -1.498 0.647 4.130
31 H -3.668 2.371 0.727
32 H -2.920 3.063 1.968
33 O -3.291 3.136 1.033
34 H 1.768 -3.385 0.137
35 H 0.583 -4.344 0.556
36 O 0.745 -3.474 0.226
37 H 1.904 4.214 -1.273
38 H 0.791 3.844 -0.285
39 O 1.273 3.509 -1.017
40 H -2.442 -0.985 -2.944
41 H -1.446 0.080 -3.113
42 O -2.237 -0.074 -2.607
43 H 0.112 2.092 -2.451
44 H 0.309 3.503 -2.827
45 O 0.072 2.612 -3.280
46 H -0.513 -2.245 -2.538
47 H -0.691 -3.719 -2.740
48 O -1.167 -2.884 -2.766
49 H -2.532 -1.576 0.981
50 H -3.332 -0.783 1.980
51 O -2.685 -0.683 1.374
52 H 3.515 -1.917 3.067
53 H 2.482 -0.933 3.327
54 O 3.489 -0.885 3.202
55 H -0.813 3.737 1.407
56 H -0.843 4.261 0.115
57 O -0.247 4.295 0.855

Löwdin atomic charge list, values in e, 2 entries:
1. O 0.013
2. C -0.260

The following is a quantum chemistry calculation of a molecular structure, C34H30N6NaO6S at a distorted geometry, from the Open Molecules 2025 dataset.

Summary:
* Kohn-Sham gap: 0.203 Eh
* DFT total energy: -2654.21464 Eh
* F_max: 1.8 eV/A
* energy above the lowest of the compared OMol25 structures with the same formula, charge and spin: 108.87 kJ/mol
* net charge: -1

Cartesian coordinates (Å):
1 Na 0.156 1.256 1.264
2 C -0.083 0.723 -3.213
3 C -0.465 0.428 -1.892
4 N 0.387 0.308 -0.898
5 C 1.721 0.443 -1.156
6 C 2.204 0.723 -2.458
7 C 1.246 0.877 -3.485
8 C 3.600 0.746 -2.717
9 C 4.456 0.388 -1.714
10 C 4.005 0.104 -0.405
11 C 2.660 0.231 -0.046
12 N 2.081 0.131 1.170
13 C 2.669 0.232 2.387
14 C 3.998 0.503 2.712
15 C 4.433 0.610 4.050
16 C 3.579 0.488 5.109
17 C 2.199 0.298 4.848
18 C 1.232 0.290 5.877
19 C -0.094 0.179 5.574
20 C -0.468 0.054 4.223
21 N 0.404 0.022 3.234
22 C 1.736 0.158 3.517
23 H -0.835 0.804 -3.990
24 H -1.517 0.290 -1.652
25 H 1.588 1.094 -4.491
26 H 3.959 1.007 -3.708
27 H 5.518 0.325 -1.921
28 H 4.719 -0.245 0.325
29 H 4.720 0.674 1.931
30 H 5.483 0.799 4.236
31 H 3.928 0.569 6.133
32 H 1.561 0.394 6.905
33 H -0.856 0.207 6.345
34 H -1.515 -0.027 3.940
35 O -0.858 5.305 0.590
36 C -1.113 4.097 0.526
37 O -0.470 3.123 1.024
38 C -2.367 3.742 -0.295
39 C -2.921 2.464 -0.274
40 C -4.030 2.159 -1.046
41 C -4.588 3.148 -1.837
42 C -4.066 4.430 -1.871
43 C -2.955 4.719 -1.094
44 N -5.776 2.829 -2.653
45 O -6.227 3.699 -3.370
46 O -6.249 1.709 -2.579
47 H -2.476 1.720 0.370
48 H -4.459 1.166 -1.057
49 H -4.536 5.180 -2.493
50 H -2.517 5.709 -1.083
51 C 1.193 -2.573 -4.947
52 C 1.093 -2.693 -3.446
53 C -0.143 -2.771 -2.809
54 C -0.235 -2.819 -1.425
55 C 0.921 -2.818 -0.658
56 C 2.161 -2.759 -1.275
57 C 2.241 -2.698 -2.660
58 S 0.925 -2.653 1.139
59 C 0.034 -4.207 1.431
60 O 2.330 -2.950 1.556
61 H 0.210 -2.412 -5.395
62 H 1.622 -3.476 -5.390
63 H 1.837 -1.732 -5.220
64 H -1.051 -2.759 -3.403
65 H -1.218 -2.810 -0.963
66 H 3.052 -2.727 -0.656
67 H 3.217 -2.618 -3.130
68 H 0.703 -5.010 1.113
69 H -0.902 -4.238 0.865
70 H -0.167 -4.277 2.505
71 N -2.981 -1.971 1.093
72 C -3.591 -0.811 1.509
73 N -4.921 -0.686 1.169
74 O -2.987 0.043 2.138
75 H -3.531 -2.774 0.846
76 H -2.065 -2.129 1.479
77 H -5.277 -1.206 0.385
78 H -5.276 0.249 1.262

Löwdin atomic charge list, values in e, 2 entries:
1. Na 0.340
2. C -0.059

The following is a quantum chemistry calculation of a molecular structure, C63H39Br12FO11 at a distorted geometry, from the Open Molecules 2025 dataset.

Summary:
* Kohn-Sham gap: 0.292 Eh
* DFT total energy: -34239.80445 Eh
* F_max: 2.3 eV/A
* energy above the lowest of the compared OMol25 structures with the same formula, charge and spin: 0.00 kJ/mol

Cartesian coordinates (Å):
1 C -12.969 -18.402 23.938
2 C -12.057 -17.219 24.191
3 O -12.054 -17.226 25.628
4 C -12.412 -18.425 26.111
5 O -12.353 -18.713 27.264
6 O -12.806 -19.231 25.115
7 F -12.621 -16.039 23.831
8 H -12.761 -19.034 23.080
9 H -14.016 -18.100 23.964
10 H -11.029 -17.213 23.844
11 C -1.675 -12.523 31.654
12 C -0.898 -12.903 32.716
13 C -1.493 -13.443 33.859
14 C -2.876 -13.638 33.857
15 C -3.638 -13.354 32.721
16 C -3.066 -12.714 31.636
17 C -5.047 -13.768 32.619
18 O -5.738 -13.514 31.647
19 C -5.664 -14.412 33.815
20 C -7.009 -14.763 33.773
21 C -7.622 -15.384 34.846
22 C -6.889 -15.576 36.026
23 C -5.556 -15.223 36.083
24 C -4.944 -14.574 35.006
25 C -3.517 -14.137 35.122
26 O -2.898 -14.328 36.140
27 H -1.317 -12.046 30.751
28 H 0.172 -12.738 32.718
29 H -0.928 -13.760 34.723
30 H -3.636 -12.557 30.735
31 H -7.631 -14.526 32.921
32 H -8.542 -15.939 34.706
33 H -7.344 -15.989 36.917
34 H -4.972 -15.530 36.940
35 C -0.228 -9.338 24.926
36 C 0.411 -9.909 26.051
37 C -0.319 -10.794 26.819
38 C -1.641 -11.082 26.539
39 C -2.270 -10.539 25.412
40 C -1.506 -9.693 24.600
41 C -3.680 -10.856 25.097
42 O -4.199 -10.470 24.074
43 C -4.407 -11.774 26.032
44 C -5.674 -12.244 25.698
45 C -6.418 -13.134 26.480
46 C -5.790 -13.578 27.641
47 C -4.505 -13.152 27.984
48 C -3.780 -12.324 27.157
49 C -2.401 -11.935 27.505
50 O -1.921 -12.281 28.566
51 H 0.383 -8.640 24.368
52 H 1.474 -9.906 26.251
53 H 0.157 -11.241 27.683
54 H -1.994 -9.289 23.720
55 H -6.223 -11.801 24.873
56 H -7.347 -13.553 26.137
57 H -6.205 -14.330 28.300
58 H -4.210 -13.533 28.952
59 C -9.292 -15.147 29.789
60 C -10.327 -15.413 28.882
61 C -11.495 -15.985 29.373
62 C -11.713 -16.151 30.741
63 C -10.624 -15.981 31.614
64 C -9.445 -15.449 31.130
65 C -10.740 -16.355 33.064
66 O -9.742 -16.325 33.750
67 C -12.110 -16.586 33.577
68 C -12.331 -16.530 34.938
69 C -13.637 -16.630 35.455
70 C -14.700 -16.855 34.606
71 C -14.468 -16.783 33.237
72 C -13.194 -16.694 32.704
73 C -13.086 -16.586 31.224
74 O -13.971 -16.884 30.464
75 H -8.323 -14.732 29.540
76 H -10.331 -15.057 27.865
77 H -12.257 -16.217 28.639
78 H -8.646 -15.175 31.804
79 H -11.420 -16.531 35.527
80 H -13.763 -16.752 36.526
81 H -15.751 -16.955 34.835
82 H -15.332 -16.826 32.583
83 C -16.056 -18.447 28.482
84 C -16.721 -19.021 27.384
85 C -17.824 -19.846 27.629
86 C -18.154 -20.164 28.937
87 C -17.580 -19.502 30.023
88 C -16.441 -18.716 29.754
89 C -17.949 -19.737 31.424
90 O -17.518 -19.033 32.320
91 C -18.946 -20.803 31.690
92 C -19.307 -21.061 33.018
93 C -20.225 -22.061 33.290
94 C -20.789 -22.817 32.244
95 C -20.416 -22.519 30.956
96 C -19.484 -21.529 30.628
97 C -19.263 -21.163 29.215
98 O -19.890 -21.660 28.308
99 H -15.237 -17.781 28.241
100 H -16.424 -18.770 26.376
101 H -18.393 -20.276 26.817
102 H -15.859 -18.309 30.571
103 H -18.796 -20.572 33.834
104 H -20.622 -22.214 34.286
105 H -21.495 -23.594 32.496
106 H -20.930 -22.952 30.104
107 C -10.730 -13.280 25.285
108 Br -10.938 -12.594 27.066
109 Br -9.900 -15.035 25.167
110 Br -9.606 -12.027 24.246
111 H -11.716 -13.304 24.843
112 C -19.576 -16.435 32.133
113 Br -18.770 -15.453 30.629
114 Br -21.326 -15.827 32.665
115 Br -18.372 -16.273 33.681
116 H -19.566 -17.487 31.887
117 C -12.708 -20.277 32.310
118 Br -13.452 -22.064 32.238
119 Br -11.832 -19.953 30.587
120 Br -11.300 -20.214 33.668
121 H -13.472 -19.514 32.381
122 C -10.880 -17.567 39.008
123 Br -12.698 -16.985 39.088
124 Br -10.004 -17.666 40.774
125 Br -9.869 -16.463 37.819
126 H -10.791 -18.564 38.600

Löwdin atomic charge list, values in e, 2 entries:
1. C -0.023
2. C -0.338

The following is a quantum chemistry calculation of a molecular structure, C33H39MnN2S3SeSi, from the Open Molecules 2025 dataset.

Summary:
* Kohn-Sham gap (alpha / beta): 0.226 / 0.237 Eh
* multiplicity: 6
* DFT total energy: -6427.08483 Eh
* ⟨S²⟩: 8.756
* F_max: 0.3 eV/A
* energy above the lowest of the compared OMol25 structures with the same formula, charge and spin: 16.82 kJ/mol
* net charge: -1

Cartesian coordinates (Å):
1 Mn 0.843 -1.040 -0.187
2 C -2.750 -2.548 4.290
3 Si -1.167 -2.011 5.120
4 C -1.530 -0.504 6.187
5 C -0.623 -3.410 6.258
6 C 0.304 -1.587 4.025
7 C 1.519 -1.426 4.681
8 C 2.700 -1.158 3.997
9 C 2.623 -1.068 2.622
10 N 1.475 -1.191 1.966
11 C 0.317 -1.427 2.618
12 S -1.071 -1.501 1.578
13 H -3.468 -2.819 5.071
14 H -2.590 -3.410 3.642
15 H -3.171 -1.757 3.673
16 H -2.334 -0.709 6.899
17 H -1.836 0.337 5.562
18 H -0.648 -0.195 6.752
19 H -1.422 -3.666 6.959
20 H 0.263 -3.153 6.840
21 H -0.387 -4.302 5.674
22 H 1.558 -1.525 5.763
23 H 3.645 -1.042 4.510
24 H 3.496 -0.906 1.997
25 C -4.107 2.791 -3.962
26 C -2.588 2.636 -4.123
27 C -1.904 3.437 -3.021
28 C -2.156 3.227 -5.472
29 C -2.221 1.153 -4.073
30 C -2.725 0.317 -5.088
31 C -2.423 -1.024 -5.146
32 C -1.605 -1.556 -4.156
33 S -1.037 -3.175 -3.968
34 C -0.199 -2.693 -2.518
35 N -0.338 -1.443 -2.193
36 C -1.113 -0.760 -3.119
37 C -1.420 0.604 -3.086
38 C 0.615 -3.640 -1.747
39 C 0.705 -4.981 -2.133
40 C 1.482 -5.847 -1.393
41 C 2.159 -5.361 -0.275
42 C 2.052 -4.026 0.086
43 C 1.276 -3.109 -0.636
44 H -4.381 3.849 -3.981
45 H -4.438 2.367 -3.013
46 H -4.649 2.287 -4.763
47 H -2.194 4.487 -3.095
48 H -0.817 3.381 -3.103
49 H -2.193 3.081 -2.031
50 H -2.398 4.292 -5.508
51 H -2.658 2.742 -6.309
52 H -1.080 3.114 -5.615
53 H -3.358 0.737 -5.859
54 H -2.810 -1.645 -5.944
55 H -1.005 1.196 -2.280
56 H 0.173 -5.352 -3.005
57 H 1.561 -6.888 -1.679
58 H 2.771 -6.037 0.314
59 H 2.591 -3.686 0.967
60 Se 3.090 0.027 -1.237
61 C 3.686 1.670 -0.468
62 C 3.475 2.022 0.868
63 C 3.927 3.230 1.380
64 C 4.614 4.128 0.574
65 C 4.841 3.791 -0.755
66 C 4.386 2.585 -1.265
67 H 2.910 1.357 1.503
68 H 3.729 3.474 2.418
69 H 4.964 5.072 0.972
70 H 5.375 4.477 -1.403
71 H 4.561 2.336 -2.305
72 C -1.548 2.014 1.191
73 S 0.133 1.641 0.662
74 C 0.488 3.149 -0.261
75 H -1.562 2.892 1.839
76 H -1.898 1.143 1.741
77 H -2.199 2.182 0.332
78 H -0.324 3.373 -0.948
79 H 1.401 2.990 -0.828
80 H 0.632 3.988 0.421

Löwdin atomic charge list, values in e, 2 entries:
1. Mn 0.377
2. C -0.221